1.
C32H46BF23N4O9PS | ωB97M-V with the def2-TZVPD basis set

The geometry in XYZ format:
```
117
Properties=species:S:1:pos:R:3:mulliken_charge:R:1
C -1.830 -0.688 3.408 -0.14
C -2.009 -1.566 2.650 -0.44
C -2.187 -2.679 1.732 -1.30
C -1.807 -2.417 0.269 -2.02
N -0.394 -2.090 0.203 0.61
C -0.049 -0.758 0.259 -1.26
N 0.944 -0.437 1.069 0.64
C 1.576 -1.517 1.849 -1.45
C 2.500 -2.426 1.038 -0.97
O 3.709 -2.507 1.763 -0.37
C 4.746 -3.066 0.984 -0.73
C 5.976 -3.175 1.852 0.88
F 6.348 -1.959 2.325 -0.25
F 7.004 -3.706 1.152 -0.28
F 5.744 -3.973 2.930 -0.22
C 1.497 0.902 1.219 0.69
F 0.578 1.849 0.980 -0.16
F 1.881 1.038 2.512 -0.31
C 2.731 1.167 0.323 0.63
F 3.172 2.418 0.625 -0.29
F 3.694 0.274 0.634 -0.22
N -0.661 0.138 -0.539 0.91
B 0.108 0.626 -1.770 0.35
O 0.772 -0.303 -2.506 -0.71
C 0.284 2.152 -2.091 0.24
C 0.024 2.362 -3.596 -1.92
C -2.136 0.017 -0.711 0.65
C -2.739 0.925 0.347 -2.63
O -2.256 2.229 0.150 -0.10
O -2.770 2.982 1.258 -0.48
O -2.292 0.514 -2.030 0.25
C -3.432 1.322 -2.364 -0.90
C -3.131 2.807 -2.591 -0.04
C -4.284 3.674 -2.103 -0.54
C -3.867 5.152 -1.942 -1.31
C -2.740 -1.442 -0.550 1.65
N -4.036 -1.501 0.096 -0.35
C -5.266 -1.138 -0.622 -0.03
C -6.288 -2.290 -0.709 -1.41
P -2.874 -2.335 -2.199 0.17
O -3.740 -1.547 -3.254 -0.61
O -3.797 -3.577 -1.871 -0.54
S -1.163 -2.917 -2.933 -0.39
H -1.625 0.109 4.081 0.51
H -1.537 -3.483 2.075 0.42
H -3.195 -3.066 1.826 0.66
H -1.879 -3.400 -0.179 0.71
H 0.110 -2.592 -0.521 0.46
H 2.193 -1.083 2.623 1.04
H 0.805 -2.074 2.360 0.04
H 2.675 -2.003 0.046 0.75
H 2.065 -3.418 0.955 0.71
H 4.967 -2.432 0.127 0.45
H 4.468 -4.061 0.639 0.28
H 2.484 1.159 -0.737 0.04
H 0.305 -0.606 -3.292 0.33
H -0.393 2.752 -1.494 -0.07
H 1.321 2.443 -1.935 0.57
H 0.832 1.916 -4.169 0.47
H -0.879 1.857 -3.925 0.30
H -0.008 3.412 -3.849 0.26
H -2.472 0.574 1.340 0.57
H -3.826 0.915 0.294 0.99
H -1.979 3.445 1.564 0.34
H -3.813 0.934 -3.305 0.65
H -4.256 1.232 -1.668 0.14
H -2.223 3.104 -2.086 -0.36
H -3.012 2.991 -3.654 0.67
H -5.135 3.605 -2.776 0.48
H -4.626 3.324 -1.130 0.29
H -3.748 5.377 -0.889 0.28
H -4.623 5.820 -2.337 0.39
H -2.925 5.322 -2.450 0.29
H -4.043 -1.057 1.001 0.57
H -5.113 -0.737 -1.617 -0.14
H -5.757 -0.343 -0.064 0.64
H -5.869 -3.190 -0.279 0.29
H -6.596 -2.472 -1.731 0.35
H -7.182 -2.042 -0.148 0.35
H -3.177 -1.117 -3.907 0.46
H -3.242 -4.366 -1.856 0.44
C 1.276 -5.863 6.457 -0.82
C 0.130 -4.837 6.376 0.96
C -1.075 -5.175 5.493 0.07
F -0.718 -5.285 4.193 -0.17
F -1.975 -4.168 5.583 -0.28
F 0.620 -3.626 6.028 -0.23
F -0.373 -4.730 7.635 -0.34
O 2.417 -5.611 5.657 -0.38
C 2.509 -6.063 4.372 0.61
C 2.624 -4.889 3.403 0.39
F 1.526 -4.097 3.486 -0.19
F 2.683 -5.377 2.136 -0.32
F 1.488 -6.876 4.038 -0.28
F 3.645 -6.776 4.258 -0.28
H 1.647 -5.782 7.477 0.41
H 0.914 -6.884 6.342 0.34
H -1.550 -6.103 5.820 0.25
H 3.508 -4.293 3.608 0.26
C 4.254 4.968 -4.011 -0.90
C 2.743 4.962 -4.299 1.06
C 2.122 6.223 -4.903 0.01
F 2.235 7.267 -4.066 -0.22
F 0.803 5.987 -5.107 -0.25
F 2.062 4.616 -3.181 -0.11
F 2.540 3.979 -5.223 -0.36
O 4.656 5.199 -2.676 -0.37
C 4.877 6.464 -2.193 0.78
C 3.941 6.778 -1.022 0.24
F 2.654 6.712 -1.420 -0.21
F 4.192 8.028 -0.586 -0.27
F 4.797 7.395 -3.156 -0.29
F 6.133 6.495 -1.705 -0.30
H 4.575 3.946 -4.206 0.43
H 4.795 5.598 -4.717 0.31
H 2.589 6.466 -5.861 0.32
H 4.104 6.066 -0.210 0.22
```

Computed properties:
spin multiplicity	1
M	1141.546	g/mol
frontier orbital gap	8.387	eV
LUMO level	-3.4	eV
total charge	+1
energy above the lowest of the compared OMol25 structures with the same formula, charge and spin	0.00	kJ/mol

2.
C28H53NO24P | ωB97M-V with the def2-TZVPD basis set

The geometry in XYZ format:
```
107
Properties=species:S:1:pos:R:3:mulliken_charge:R:1
C 7.081 -0.786 -1.013 -1.06
C 6.576 0.572 -1.406 -0.48
O 5.129 0.722 -1.315 -0.23
C 4.397 -0.336 -1.721 -0.24
C 4.297 -0.727 -3.062 -0.30
C 3.556 -1.856 -3.411 -0.49
C 2.916 -2.613 -2.418 -0.21
P 1.917 -4.139 -2.732 0.30
O 2.867 -4.887 -3.798 -0.47
O 2.264 -4.867 -1.319 -0.40
N 3.003 -2.174 -1.136 0.43
C 3.707 -1.086 -0.759 -0.09
H 8.154 -0.714 -0.878 0.44
H 6.642 -1.101 -0.073 0.28
H 6.917 -1.542 -1.773 0.30
H 6.945 1.303 -0.700 0.37
H 6.886 0.871 -2.402 0.34
H 4.809 -0.165 -3.826 0.54
H 3.485 -2.165 -4.440 0.62
H 3.815 -4.708 -3.754 0.33
H 3.201 -4.814 -1.087 0.33
H 2.511 -2.701 -0.419 -0.04
H 3.742 -0.813 0.280 0.76
C 1.693 -5.624 1.751 -0.63
O 1.634 -4.258 2.181 -0.08
C 2.522 -3.941 3.130 0.67
O 3.329 -4.689 3.609 -0.54
O 2.363 -2.654 3.430 -0.28
C 3.244 -2.175 4.458 -0.66
H 0.930 -5.725 0.987 0.09
H 2.670 -5.843 1.325 0.29
H 1.487 -6.310 2.568 0.39
H 4.283 -2.282 4.152 0.30
H 3.077 -2.717 5.385 0.32
H 2.997 -1.127 4.590 0.21
C 3.230 2.967 -1.036 -0.63
O 2.544 3.916 -0.219 -0.29
C 1.216 3.885 -0.343 0.79
O 0.614 3.135 -1.068 -0.56
O 0.698 4.800 0.457 -0.32
C -0.738 4.876 0.433 -0.67
H 4.285 3.104 -0.834 0.26
H 2.926 1.958 -0.769 0.20
H 3.030 3.151 -2.091 0.31
H -1.177 3.936 0.760 0.32
H -1.089 5.134 -0.564 0.31
H -1.006 5.664 1.127 0.22
C -1.178 -3.654 0.133 -0.46
O -0.904 -2.722 -0.923 -0.09
C -1.634 -1.599 -0.865 0.67
O -2.456 -1.350 -0.027 -0.56
O -1.312 -0.848 -1.908 -0.32
C -2.078 0.368 -2.011 -0.60
H -0.524 -4.501 -0.051 -0.13
H -0.957 -3.217 1.104 0.37
H -2.217 -3.976 0.101 0.28
H -1.921 0.989 -1.138 0.29
H -3.133 0.131 -2.132 0.26
H -1.703 0.876 -2.892 0.24
C -3.306 -3.501 -4.240 -0.37
O -4.545 -3.858 -3.631 -0.34
C -5.256 -2.804 -3.227 0.91
O -4.933 -1.651 -3.356 -0.57
O -6.349 -3.248 -2.622 -0.35
C -7.214 -2.227 -2.114 -0.74
H -2.806 -4.425 -4.515 0.23
H -3.455 -2.897 -5.132 0.31
H -2.682 -2.951 -3.536 0.01
H -7.584 -1.607 -2.927 0.35
H -6.697 -1.605 -1.386 0.29
H -8.042 -2.737 -1.632 0.26
C 2.885 4.672 2.783 -0.43
O 3.366 3.984 3.946 -0.36
C 2.444 3.815 4.892 0.76
O 1.297 4.174 4.828 -0.54
O 3.005 3.175 5.916 -0.33
C 2.117 2.935 7.015 -0.63
H 3.723 4.744 2.098 0.25
H 2.081 4.119 2.316 0.14
H 2.547 5.672 3.047 0.32
H 1.279 2.316 6.703 0.30
H 1.748 3.874 7.420 0.30
H 2.709 2.416 7.761 0.22
C 0.602 8.094 -2.179 -0.48
O -0.729 8.082 -1.655 -0.17
C -1.452 9.157 -1.978 0.72
O -1.070 10.080 -2.646 -0.54
O -2.657 9.025 -1.433 -0.31
C -3.546 10.118 -1.698 -0.64
H 1.059 7.170 -1.835 -0.02
H 0.586 8.121 -3.267 0.33
H 1.158 8.947 -1.798 0.33
H -3.716 10.221 -2.768 0.30
H -3.142 11.045 -1.299 0.30
H -4.474 9.868 -1.195 0.21
C -5.743 -3.685 0.488 -0.72
O -5.465 -4.588 1.564 -0.27
C -6.532 -5.272 1.979 0.72
O -7.644 -5.174 1.532 -0.55
O -6.155 -6.076 2.969 -0.34
C -7.213 -6.874 3.513 -0.64
H -4.799 -3.197 0.257 0.20
H -6.100 -4.226 -0.383 0.39
H -6.471 -2.938 0.797 0.38
H -7.634 -7.523 2.749 0.30
H -7.994 -6.241 3.929 0.30
H -6.758 -7.467 4.299 0.22
```

Computed properties:
spin multiplicity	1
M	818.689	g/mol
frontier orbital gap	7.515	eV
LUMO level	-4.6	eV
total charge	+1

3.
C4H5AgO3 | ωB97M-V with the def2-TZVPD basis set

The geometry in XYZ format:
```
13
Properties=species:S:1:pos:R:3:nbo_charge:R:1
O 1.392 0.128 -2.218 -0.72
C 2.252 0.535 -1.354 0.16
C 1.816 0.954 -0.082 0.14
O 0.543 0.956 0.168 -0.76
C -1.506 -0.625 1.580 -0.32
C -2.154 -1.104 0.465 0.32
O -1.848 -0.750 -0.772 -0.64
Ag -0.475 0.353 -1.504 0.91
H 3.315 0.594 -1.623 0.14
H 2.513 1.366 0.657 0.14
H -1.624 0.431 1.838 0.24
H -1.042 -1.349 2.255 0.22
H -3.179 -1.489 0.592 0.17
```

Computed properties:
spin multiplicity	3
M	208.949	g/mol
frontier orbital gap (alpha / beta)	6.733 / 6.431	eV
LUMO level (alpha / beta)	-0.4 / -1.4	eV
total charge	0
energy above the lowest of the compared OMol25 structures with the same formula, charge and spin	128.56	kJ/mol

4.
C84H81ClGe3N3O8S5Sn | ωB97M-V with the def2-TZVPD basis set

The geometry in XYZ format:
```
186
Properties=species:S:1:pos:R:3:lowdin_spin:R:1
Sn -0.760 1.357 -0.425 0.05
C 0.943 5.132 -3.894 0.00
C 1.979 4.358 -3.125 0.00
C 2.446 4.816 -1.899 0.00
C 3.400 4.118 -1.179 0.00
C 3.855 4.658 0.156 0.00
C 3.896 2.907 -1.688 0.00
C 3.452 2.436 -2.929 0.00
C 3.978 1.172 -3.573 0.00
C 2.496 3.173 -3.623 0.00
C 4.975 2.207 -0.922 0.00
C 6.220 2.830 -0.990 0.00
C 7.323 2.315 -0.339 0.00
C 7.195 1.139 0.369 0.00
C 5.971 0.473 0.448 0.00
C 4.825 1.008 -0.176 0.00
Ge 3.003 0.197 0.019 0.00
S 1.604 1.779 0.536 0.03
S 2.717 -1.401 1.624 0.00
Ge 1.251 -2.158 0.059 0.00
S -0.736 -1.333 0.188 0.02
S 2.491 -1.260 -1.602 0.00
C 1.066 -4.147 0.034 0.00
C 0.534 -4.818 1.149 0.00
C 0.200 -6.168 1.058 0.00
C 0.369 -6.868 -0.125 0.00
C 0.906 -6.221 -1.224 0.00
C 1.267 -4.874 -1.157 0.00
C 1.888 -4.293 -2.391 0.00
C 3.261 -4.451 -2.589 0.00
C 4.115 -5.072 -1.516 0.00
C 3.837 -3.962 -3.757 0.00
C 3.081 -3.302 -4.717 0.00
C 3.719 -2.729 -5.958 0.00
C 1.717 -3.147 -4.497 0.00
C 1.105 -3.635 -3.348 0.00
C -0.365 -3.398 -3.111 0.00
C 0.337 -4.167 2.485 0.00
C -0.922 -3.727 2.900 0.00
C -2.139 -3.813 2.017 0.00
C -1.058 -3.169 4.171 0.00
C 0.019 -3.033 5.030 0.00
C -0.130 -2.375 6.377 0.00
C 1.254 -3.521 4.616 0.00
C 1.426 -4.102 3.368 0.00
C 2.762 -4.680 2.991 0.00
C 6.057 -0.844 1.154 0.00
C 5.979 -0.922 2.545 0.00
C 5.535 0.260 3.372 0.00
C 6.272 -2.133 3.171 0.00
C 6.644 -3.256 2.448 0.00
C 7.037 -4.543 3.130 0.00
C 6.674 -3.167 1.060 0.00
C 6.385 -1.981 0.401 0.00
C 6.420 -1.921 -1.107 0.00
H 0.551 5.955 -3.298 0.00
H 0.110 4.483 -4.167 0.00
H 1.369 5.542 -4.814 0.00
H 2.022 5.722 -1.472 0.00
H 3.126 5.375 0.538 0.00
H 4.823 5.162 0.073 0.00
H 3.957 3.857 0.891 0.00
H 4.768 0.703 -2.987 0.00
H 4.376 1.394 -4.567 0.00
H 3.169 0.448 -3.697 0.00
H 2.134 2.793 -4.576 0.00
H 6.307 3.742 -1.570 0.00
H 8.282 2.817 -0.400 0.00
H 8.054 0.702 0.867 0.00
H -0.208 -6.664 1.933 0.00
H 0.088 -7.914 -0.186 0.00
H 1.065 -6.756 -2.155 0.00
H 3.729 -6.047 -1.206 0.00
H 4.128 -4.430 -0.627 0.00
H 5.142 -5.196 -1.861 0.00
H 4.912 -4.059 -3.898 0.00
H 4.797 -2.896 -5.958 0.00
H 3.539 -1.653 -6.018 0.00
H 3.301 -3.184 -6.859 0.00
H 1.119 -2.594 -5.217 0.00
H -0.782 -2.770 -3.898 0.00
H -0.533 -2.884 -2.160 0.00
H -0.916 -4.341 -3.071 0.00
H -2.019 -4.539 1.214 0.00
H -2.308 -2.843 1.543 0.00
H -3.023 -4.078 2.605 0.00
H -2.039 -2.814 4.482 0.00
H -1.173 -2.131 6.583 0.00
H 0.449 -1.449 6.419 0.00
H 0.233 -3.025 7.176 0.00
H 2.107 -3.451 5.288 0.00
H 3.410 -4.719 3.866 0.00
H 3.258 -4.065 2.235 0.00
H 2.655 -5.689 2.584 0.00
H 5.819 1.207 2.915 0.00
H 5.953 0.213 4.379 0.00
H 4.443 0.256 3.457 0.00
H 6.216 -2.190 4.257 0.00
H 6.840 -4.498 4.203 0.00
H 8.102 -4.746 2.992 0.00
H 6.485 -5.389 2.716 0.00
H 6.948 -4.043 0.477 0.00
H 6.915 -2.802 -1.517 0.00
H 6.944 -1.030 -1.460 0.00
H 5.401 -1.882 -1.509 0.00
C -1.480 -0.033 3.349 0.00
C -1.170 1.408 3.159 0.00
N -1.135 2.072 2.021 0.00
C -0.774 3.372 2.334 0.00
C -0.635 3.488 3.694 0.00
N -0.887 2.236 4.184 0.00
C -0.316 4.564 4.668 0.00
O -0.075 5.755 4.197 0.00
O -0.288 4.288 5.856 0.00
C -0.630 4.421 1.270 0.01
O -0.318 5.592 1.625 0.01
O -0.836 4.047 0.094 0.06
H -1.992 -0.420 2.474 0.00
H -2.099 -0.175 4.240 0.00
H -0.562 -0.614 3.461 0.00
H -0.833 2.016 5.165 0.00
H -0.136 5.754 3.150 0.00
N -3.732 0.253 -0.197 0.00
S -4.243 -0.987 0.593 0.00
C -4.422 -2.449 -0.447 0.00
C -5.016 -3.591 0.080 0.00
C -5.156 -4.711 -0.721 0.00
C -4.708 -4.682 -2.040 0.00
C -4.102 -3.540 -2.543 0.00
C -3.941 -2.414 -1.739 0.00
C -6.006 -0.813 0.998 0.00
C -7.006 -0.890 0.041 0.00
C -8.323 -0.673 0.417 0.00
C -8.636 -0.369 1.738 0.00
C -7.629 -0.275 2.689 0.00
C -6.308 -0.500 2.315 0.00
H -4.156 0.371 -1.120 0.00
H -5.363 -3.602 1.108 0.00
H -5.613 -5.609 -0.320 0.00
H -4.827 -5.556 -2.671 0.00
H -3.736 -3.517 -3.562 0.00
H -3.427 -1.534 -2.113 0.00
H -6.759 -1.109 -0.993 0.00
H -9.110 -0.734 -0.327 0.00
H -9.668 -0.197 2.022 0.00
H -7.868 -0.021 3.715 0.00
H -5.505 -0.428 3.044 0.00
O -1.357 2.041 -4.032 0.00
Cl -0.807 0.699 -4.009 0.00
O -0.189 0.397 -5.278 0.00
O -1.869 -0.251 -3.739 0.00
O 0.208 0.607 -2.962 0.01
C -2.422 7.830 -3.037 0.02
C -3.040 6.761 -3.671 0.00
C -3.327 5.601 -2.961 0.02
C -3.010 5.485 -1.604 0.06
C -2.357 6.558 -0.989 0.02
C -2.078 7.722 -1.694 0.00
Ge -3.329 3.759 -0.704 0.41
C -3.982 4.076 1.140 0.07
C -4.129 5.354 1.685 0.02
C -4.469 5.531 3.023 0.00
C -4.680 4.429 3.840 0.01
C -4.565 3.149 3.306 0.00
C -4.215 2.977 1.973 0.01
C -4.902 3.000 -1.669 0.10
C -6.186 3.020 -1.121 0.02
C -7.252 2.415 -1.777 0.00
C -7.046 1.747 -2.979 0.01
C -5.768 1.693 -3.525 0.00
C -4.706 2.315 -2.875 0.02
H -2.193 8.734 -3.590 0.00
H -3.286 6.821 -4.726 0.00
H -3.803 4.772 -3.473 0.00
H -2.010 6.473 0.034 0.00
H -1.563 8.537 -1.196 0.00
H -3.974 6.227 1.062 0.00
H -4.557 6.532 3.430 0.00
H -4.929 4.564 4.886 0.00
H -4.734 2.284 3.940 0.00
H -4.096 1.979 1.564 0.00
H -6.358 3.523 -0.174 0.00
H -8.244 2.449 -1.341 0.00
H -7.874 1.257 -3.479 0.00
H -5.591 1.157 -4.450 0.00
H -3.706 2.237 -3.295 0.00
```

Computed properties:
spin multiplicity	2
M	1792.914	g/mol
frontier orbital gap (alpha / beta)	5.538 / 6.487	eV
LUMO level (alpha / beta)	3.4 / 3.4	eV
total charge	-2
energy above the lowest of the compared OMol25 structures with the same formula, charge and spin	0.00	kJ/mol

What is the total charge in the fourth record?
-2